[1]
Here is a structure of composition C45H55CdN2O5P3S3SiTe from OMol25. Energies are from wB97M-V/def2-TZVPD.

Calculated values
LUMO energy (Eh): 0.1484
Energy above the lowest of the compared OMol25 structures with the same formula, charge and spin (eV): 0.000
Kohn-Sham gap (eV): 5.437
Net charge: -2
M (g/mol): 1161.16
Highest occupied orbital energy (eV): -1.400
Electronic energy (hartree): -5177.52489

The geometry in XYZ format:
```
116
Properties=species:S:1:pos:R:3:forces:R:3
Cd 0.046 -0.728 -0.028 0.179 0.247 -0.432
S 0.061 1.724 -0.867 -0.493 -0.477 -0.033
P 0.791 2.255 0.971 0.800 0.460 0.051
C 2.599 1.913 0.909 -0.096 0.491 -0.394
P 3.313 1.433 -0.604 0.398 -0.265 0.361
S 2.759 -0.283 -1.467 -0.159 -0.073 -0.105
C 3.393 2.734 -1.915 -0.214 0.022 0.064
C 4.102 3.920 -1.737 0.035 0.019 -0.063
C 4.073 4.918 -2.704 0.037 -0.022 0.041
C 3.299 4.762 -3.845 -0.032 -0.068 0.022
C 2.558 3.597 -4.014 0.028 -0.003 0.049
C 2.608 2.591 -3.058 0.114 0.048 -0.133
C 5.073 1.062 -0.217 -0.009 -0.109 -0.068
C 5.294 0.213 0.871 0.084 0.072 0.010
C 6.579 -0.173 1.214 -0.020 0.040 -0.043
C 7.665 0.261 0.457 -0.072 -0.023 -0.018
C 7.446 1.057 -0.657 -0.020 0.014 -0.012
C 6.154 1.448 -0.999 0.008 0.042 0.105
C 0.828 4.111 0.906 -0.139 -0.010 -0.017
C 1.063 4.830 -0.266 0.015 0.078 0.044
C 1.205 6.210 -0.232 -0.010 -0.053 0.009
C 1.106 6.897 0.974 0.004 -0.047 -0.009
C 0.833 6.196 2.140 -0.003 -0.066 -0.034
C 0.687 4.813 2.104 -0.044 0.017 -0.075
C 3.356 2.600 1.965 0.085 -0.270 0.184
C 4.622 3.213 1.829 -0.235 0.019 0.055
C 5.289 3.791 2.902 -0.075 -0.020 -0.047
C 4.727 3.810 4.169 -0.019 -0.002 -0.008
C 3.466 3.242 4.333 -0.004 0.037 -0.072
C 2.799 2.665 3.267 0.046 0.003 -0.049
H 4.683 4.078 -0.838 -0.027 0.014 -0.019
H 4.655 5.821 -2.562 -0.043 0.007 0.035
H 3.268 5.545 -4.593 -0.007 -0.006 0.001
H 1.938 3.472 -4.894 0.003 -0.001 0.021
H 2.039 1.679 -3.181 0.006 -0.018 0.016
H 4.444 -0.132 1.448 0.010 0.025 0.012
H 6.735 -0.812 2.077 -0.015 0.006 -0.025
H 8.673 -0.031 0.729 -0.007 -0.003 -0.001
H 8.285 1.381 -1.264 -0.029 -0.010 0.001
H 5.994 2.069 -1.872 0.014 -0.008 0.006
H 1.131 4.299 -1.209 0.031 0.007 0.018
H 1.395 6.752 -1.153 0.012 -0.012 0.011
H 1.239 7.973 1.002 -0.037 -0.005 -0.005
H 0.731 6.726 3.081 0.010 -0.015 0.004
H 0.448 4.262 3.006 0.027 0.025 -0.006
H 5.094 3.246 0.861 0.079 -0.005 0.036
H 6.256 4.252 2.730 0.019 -0.024 -0.009
H 5.245 4.269 5.004 0.008 -0.015 -0.004
H 2.995 3.249 5.311 -0.029 -0.012 -0.029
H 1.823 2.224 3.432 0.070 -0.034 0.041
C -1.182 0.486 -4.527 -0.003 0.046 0.066
O -2.325 0.243 -3.701 0.085 0.062 -0.157
C -2.092 -0.551 -2.633 -0.154 -0.103 0.120
O -1.064 -1.169 -2.464 -0.012 0.011 0.007
N -3.199 -0.590 -1.842 0.077 -0.225 -0.111
N -3.062 -1.172 -0.575 0.217 -0.627 -0.502
H -1.557 0.661 -5.532 -0.031 0.032 0.007
H -0.509 -0.367 -4.510 0.006 -0.031 -0.017
H -0.649 1.365 -4.161 -0.012 -0.004 0.024
H -3.816 0.206 -1.917 0.051 0.242 0.076
H -3.906 -1.690 -0.372 -0.069 -0.099 0.006
H -2.967 -0.412 0.099 -0.148 0.267 0.310
C 0.805 -3.829 -1.851 0.091 0.232 -0.142
Si 0.615 -3.199 -0.073 -0.097 -0.314 -0.058
C -0.695 -4.355 0.670 -0.056 -0.017 0.121
C 2.251 -3.710 0.769 -0.005 0.100 0.171
C 2.273 -4.466 1.946 0.006 -0.033 -0.008
C 3.464 -4.796 2.586 -0.012 -0.001 -0.088
C 4.674 -4.346 2.073 -0.028 -0.018 -0.041
C 4.680 -3.581 0.911 -0.055 -0.062 0.022
C 3.487 -3.288 0.260 0.050 -0.068 0.068
H 1.238 -4.834 -1.880 -0.023 0.017 0.053
H 1.451 -3.153 -2.423 -0.038 -0.086 0.001
H -0.169 -3.842 -2.348 0.035 0.039 0.028
H -0.434 -5.412 0.540 0.013 0.062 -0.031
H -1.651 -4.170 0.169 0.043 0.006 0.022
H -0.849 -4.176 1.738 -0.005 -0.030 -0.100
H 1.335 -4.813 2.373 0.067 0.021 -0.003
H 3.450 -5.401 3.486 -0.022 0.028 0.012
H 5.605 -4.597 2.569 -0.015 0.050 0.013
H 5.615 -3.198 0.518 -0.019 -0.033 -0.042
H 3.522 -2.700 -0.649 0.001 0.072 0.059
C 2.957 -1.213 3.850 -0.011 0.084 0.017
C 1.750 -1.107 2.944 0.051 -0.077 -0.114
O 0.997 0.026 3.335 0.057 0.108 0.129
P -0.422 0.402 2.578 0.238 -0.200 0.861
O -1.366 -0.645 3.477 0.010 -0.068 -0.103
C -2.282 -1.522 2.853 0.002 -0.055 -0.016
C -2.248 -2.851 3.585 -0.002 0.065 0.095
O -0.671 1.734 3.485 -0.104 -0.001 -0.204
C -1.199 1.772 4.801 0.054 -0.019 0.101
C -0.138 2.306 5.748 0.027 0.025 -0.121
H 3.553 -2.089 3.581 -0.023 0.048 0.013
H 2.632 -1.297 4.891 0.053 -0.035 -0.025
H 3.570 -0.312 3.756 -0.017 -0.036 0.005
H 1.140 -2.017 3.013 -0.054 0.013 0.006
H 2.079 -1.008 1.902 0.001 0.036 -0.025
H -2.023 -1.664 1.797 0.006 -0.014 0.002
H -3.284 -1.087 2.900 -0.018 0.051 -0.078
H -1.218 -3.209 3.644 -0.043 -0.041 -0.004
H -2.857 -3.598 3.069 0.022 0.035 0.028
H -2.621 -2.729 4.605 0.011 -0.022 -0.026
H -1.530 0.786 5.122 -0.034 -0.046 -0.041
H -2.067 2.435 4.775 -0.061 -0.012 -0.011
H 0.768 1.705 5.655 -0.032 -0.008 0.058
H -0.494 2.264 6.781 0.011 0.034 -0.009
H 0.112 3.341 5.502 0.019 -0.032 0.028
Te -2.994 1.809 0.892 -0.454 0.670 0.026
C -4.920 1.606 1.777 -0.060 -0.006 0.115
C -5.645 0.478 2.073 -0.060 -0.070 0.038
C -6.922 0.724 2.661 0.055 0.018 -0.045
C -7.179 2.053 2.816 0.053 0.072 -0.035
S -5.851 2.987 2.243 0.061 -0.060 -0.024
H -5.266 -0.519 1.879 -0.030 0.060 -0.008
H -7.616 -0.056 2.951 0.021 0.011 -0.004
H -8.058 2.531 3.224 0.026 -0.083 -0.003
```
Forces are in eV/Å.

[2]
Here is a structure of composition C45H55Cl3F5N2OP2SSi2Ta at a distorted geometry from OMol25. Energies are from wB97M-V/def2-TZVPD.

Calculated values
LUMO energy (Eh): -0.0467
Kohn-Sham gap (eV): 6.989
M (g/mol): 1172.43
Highest occupied orbital energy (eV): -8.260
Electronic energy (hartree): -5529.42483

The geometry in XYZ format:
```
117
Properties=species:S:1:pos:R:3:forces:R:3
Ta 1.083 0.140 -1.245 -0.833 0.594 0.717
C 0.780 -3.547 -1.314 0.497 -0.363 0.428
Si 0.483 -2.177 -0.084 0.305 -0.065 0.638
C 1.552 -2.632 1.417 0.023 3.819 -1.729
C 1.744 -3.893 1.788 -0.632 -3.143 0.474
C 2.469 -4.182 2.912 1.756 0.841 1.285
C 3.142 -3.173 3.635 -1.458 0.205 -0.331
C 2.924 -1.835 3.259 1.226 -0.996 -0.009
C 2.212 -1.576 2.092 -0.054 -0.402 0.809
P 2.005 0.132 1.571 0.068 0.781 -0.769
C 3.592 1.194 1.753 -1.209 -1.057 -0.692
C 3.912 1.864 3.048 -0.440 -0.854 1.827
C 4.799 1.095 4.028 1.673 0.301 -0.440
C 6.059 0.605 3.279 -0.326 -0.685 -0.752
C 5.655 -0.299 2.104 0.318 0.683 -1.281
C 4.730 0.426 1.103 0.522 0.425 0.434
C 0.745 0.771 2.761 0.885 1.745 -0.192
C -0.634 0.290 2.299 -0.111 2.041 -0.168
C -1.789 0.999 3.114 0.632 0.585 -2.304
C -1.609 0.740 4.569 0.514 -0.085 1.837
C -0.193 1.162 5.036 -0.041 -0.423 -1.079
C 0.926 0.436 4.232 -1.550 1.065 0.179
C -1.284 -2.560 0.503 -0.992 0.086 -1.069
C -1.590 -3.599 1.406 -1.113 0.636 -0.378
C -2.892 -4.041 1.584 0.449 -0.047 0.750
C -3.913 -3.563 0.800 -0.269 -0.128 -0.527
C -3.676 -2.601 -0.136 2.094 0.982 -1.082
C -2.334 -2.025 -0.292 -0.870 -0.732 0.554
P -1.852 -0.616 -1.448 0.209 -0.724 0.243
C -2.645 -1.190 -3.076 1.056 0.705 0.297
C -2.694 -0.152 -4.238 0.357 1.202 -0.570
C -2.440 -0.809 -5.590 -0.933 -0.661 -0.964
C -3.217 -2.157 -5.647 -0.335 0.824 -1.440
C -2.836 -3.163 -4.586 1.705 0.960 0.083
C -1.905 -2.452 -3.571 -0.360 -1.331 1.763
C -2.845 0.807 -0.802 1.389 1.285 -0.305
C -2.936 1.923 -1.891 -1.990 -1.207 0.061
C -3.811 3.061 -1.336 0.708 0.403 -1.011
C -5.201 2.631 -0.927 -0.105 0.153 0.004
C -5.069 1.575 0.102 -0.744 -2.827 0.997
C -4.225 0.350 -0.425 0.132 1.499 2.068
H 0.340 -4.392 -0.796 -0.140 -0.541 -0.156
H 0.285 -3.420 -2.247 -0.487 0.090 -0.723
H 1.832 -3.756 -1.536 -0.250 0.121 0.295
H 1.274 -4.757 1.269 0.336 0.805 0.207
H 2.595 -5.191 3.211 0.110 -0.857 0.270
H 3.711 -3.371 4.538 -0.004 -0.236 -0.206
H 3.485 -1.067 3.814 -0.723 -0.381 -0.482
H 3.245 1.991 1.105 0.133 0.150 -0.422
H 4.369 2.816 2.906 0.453 0.767 -0.518
H 2.974 2.065 3.532 -0.515 0.451 0.371
H 5.265 1.735 4.781 -0.748 0.400 0.207
H 4.325 0.282 4.585 -0.032 0.142 -0.262
H 6.662 1.440 2.868 -0.468 -0.122 0.356
H 6.690 0.082 3.987 0.291 -0.229 0.064
H 6.470 -0.573 1.408 0.231 -0.144 0.916
H 5.178 -1.212 2.414 -0.041 -0.395 0.369
H 5.336 1.125 0.514 -0.072 0.018 0.068
H 4.366 -0.311 0.406 -0.204 -0.189 -0.396
H 0.852 1.895 2.673 -0.357 -1.323 -0.065
H -0.693 0.517 1.202 -0.359 -0.263 0.968
H -0.649 -0.764 2.442 -0.329 -1.061 0.050
H -1.734 2.087 2.825 -0.061 -0.794 0.513
H -2.726 0.631 2.681 -0.099 0.002 0.406
H -2.342 1.149 5.299 0.136 0.177 -0.926
H -1.688 -0.323 4.715 -0.068 -0.785 0.101
H -0.142 2.219 4.801 0.352 0.483 0.242
H -0.007 1.019 6.094 -0.293 -0.030 0.226
H 1.850 0.602 4.737 1.031 0.514 -0.213
H 0.775 -0.595 4.282 -0.374 -1.967 0.502
H -0.847 -4.077 1.980 0.955 -0.240 0.603
H -3.163 -4.738 2.369 0.378 -0.259 -0.105
H -4.889 -4.017 0.816 -0.246 0.001 0.316
H -4.503 -2.383 -0.796 0.129 0.493 -0.145
H -3.668 -1.405 -2.763 -0.041 -0.418 -0.186
H -3.718 0.282 -4.300 0.752 -0.045 0.232
H -1.927 0.680 -4.155 -1.012 -0.796 0.323
H -2.740 -0.193 -6.491 -0.005 -0.313 1.279
H -1.383 -0.956 -5.774 0.331 -0.287 0.192
H -4.288 -1.970 -5.583 -0.152 0.414 0.140
H -3.118 -2.543 -6.667 0.189 -0.264 0.156
H -3.703 -3.558 -4.097 -0.460 -0.213 0.478
H -2.308 -3.980 -5.036 0.322 -0.620 -0.157
H -1.717 -3.172 -2.701 -0.329 0.980 -1.044
H -0.890 -2.190 -3.945 -0.776 -0.118 -0.076
H -2.250 1.278 0.068 -0.991 -0.955 -1.030
H -1.939 2.226 -2.189 -0.163 0.139 -0.362
H -3.553 1.460 -2.730 1.209 0.800 0.740
H -3.307 3.437 -0.466 0.290 0.435 0.694
H -3.844 3.899 -2.050 -0.023 -0.285 0.088
H -5.703 3.456 -0.457 -0.415 0.682 -0.086
H -5.808 2.291 -1.764 0.016 -0.004 -0.244
H -4.676 1.977 1.031 0.966 0.178 -0.035
H -6.000 1.136 0.564 0.218 0.517 -1.178
H -4.064 -0.316 0.441 -0.730 -0.127 -0.720
H -4.666 -0.107 -1.315 -0.402 -0.188 0.396
S 1.303 0.418 -5.978 -0.130 0.010 1.606
C 1.051 0.355 -4.390 -0.384 -0.224 -0.490
N 0.770 0.260 -3.223 0.614 0.026 -1.319
Cl 6.917 -0.071 -5.442 -0.032 0.245 0.066
Si 6.717 -1.213 -3.723 0.080 -0.643 -0.505
Cl 6.976 -3.113 -4.676 -0.110 0.418 0.478
Cl 2.915 -1.372 -1.630 -0.057 0.447 -0.066
N 3.467 2.496 -1.375 -0.877 -1.220 -0.002
C 2.740 1.583 -1.330 0.753 1.316 0.188
F 1.295 7.128 -1.399 -0.293 0.390 0.174
C 0.851 5.891 -1.229 0.719 -0.954 -0.459
C 0.472 5.123 -2.315 -0.866 -0.320 1.313
F 0.253 5.663 -3.494 0.365 0.286 -0.677
C 0.141 3.774 -2.116 0.743 0.204 -0.881
F -0.044 3.045 -3.246 -0.244 0.198 0.657
C 0.236 3.152 -0.890 0.607 0.606 1.826
O 0.097 1.846 -0.730 0.136 -1.590 -0.249
C 0.584 3.970 0.254 -0.591 -1.357 -2.631
F 0.609 3.475 1.494 0.030 0.166 -0.479
C 0.957 5.248 0.005 -0.278 1.410 2.135
F 1.247 5.946 1.146 0.207 0.190 -1.072
```
Forces are in eV/Å.